Entry 1:
A 3-piece molecular cluster, C6H10S2 overall, computed with wB97M-V/def2-TZVPD.

relative energy (zero: lowest compared OMol25 entry of this formula, charge and spin)	434.34	kJ/mol
LUMO	-1.332	eV
SMILES string	C#CC=S.C=CC.S
HOMO energy	-9.2	eV
orbital gap	7.83	eV
total charge	0

Each line ends with the natural charge from an NBO analysis.
Positions of all 18 atoms, in Å:
C 2.195 2.394 -0.254  -0.12
C 2.013 1.250 -0.066  -0.09
C -0.916 -2.884 0.874  -0.66
C -0.925 -1.882 -1.355  -0.39
C 1.692 -0.008 0.232  -0.35
C -0.289 -2.524 -0.380  -0.20
S 2.799 -1.197 0.270  0.10
S -1.371 5.714 -0.067  -0.28
H 2.298 3.252 -0.805  0.23
H -1.231 -3.851 1.075  0.23
H -1.943 -2.360 0.950  0.20
H -0.402 -2.612 1.805  0.22
H -0.368 -1.309 -2.105  0.20
H -1.986 -1.692 -1.300  0.18
H 0.610 -0.141 0.359  0.24
H 0.768 -2.406 -0.372  0.21
H -2.438 5.353 0.626  0.14
H -0.506 4.906 0.512  0.14

=====

Entry 2:
CH4S3 as an isolated structure, computed with wB97M-V/def2-TZVPD.

relative energy (zero: lowest compared OMol25 entry of this formula, charge and spin)	165.24	kJ/mol
LUMO	-0.672	eV
HOMO energy	-8.7	eV
orbital gap	7.98	eV
total charge	0

Each line ends with the natural charge from an NBO analysis.
Positions of all 8 atoms, in Å:
C -1.610 -0.202 -0.011  -0.52
S 2.888 1.018 -0.319  -0.12
S 0.462 -1.351 -0.569  -0.08
S 2.060 -0.710 0.477  0.00
H -1.950 0.752 -0.402  0.20
H -1.496 -0.095 1.048  0.19
H -2.157 -1.081 -0.284  0.20
H 1.803 1.669 0.060  0.13

=====

Entry 3:
C8H14ClMgN2O4 as an isolated structure, computed with wB97M-V/def2-TZVPD.

relative energy (zero: lowest compared OMol25 entry of this formula, charge and spin)	0.00	kJ/mol
LUMO	-9.715	eV
HOMO energy	-13.5	eV
orbital gap	3.82	eV
total charge	+1

Each line ends with the natural charge from an NBO analysis.
Positions of all 30 atoms, in Å:
Mg -3.225 1.599 2.456  1.88
Cl -1.968 -1.410 2.365  2.53
O -2.718 -1.695 1.188  -0.80
O -0.702 -2.044 2.433  -0.73
O -1.725 0.089 2.256  -1.09
O -2.724 -1.725 3.527  -0.79
C 3.934 0.799 2.138  -0.61
C 2.397 0.806 2.081  -0.39
C 1.798 -0.437 1.444  -0.51
C 2.298 -0.653 0.080  0.28
N 2.642 -0.835 -0.998  -0.32
H 4.309 1.605 2.765  0.22
H 4.294 0.896 1.113  0.22
H 4.331 -0.148 2.509  0.21
H 2.234 1.766 1.580  0.20
H 1.971 0.978 3.074  0.20
H 0.738 -0.296 1.220  0.23
H 1.944 -1.305 2.083  0.26
C -0.744 1.154 -2.235  -0.63
C -1.447 -0.184 -2.151  -0.40
C -2.197 -0.791 -3.322  -0.51
C -3.028 0.188 -4.024  0.28
N -3.682 0.977 -4.526  -0.33
H -0.301 1.479 -1.297  0.20
H -1.405 1.850 -2.765  0.22
H 0.070 1.161 -2.969  0.23
H -2.002 -0.184 -1.204  0.18
H -0.674 -0.852 -1.744  0.23
H -2.860 -1.580 -2.969  0.26
H -1.562 -1.206 -4.108  0.26

=====

Entry 4:
C18H19BCo2NO6 as an isolated structure, computed with wB97M-V/def2-TZVPD.

LUMO (alpha / beta)	-2.639 / -2.639	eV
HOMO energy (alpha / beta)	-5.7 / -5.6	eV
orbital gap (alpha / beta)	3.11 / 2.95	eV
spin multiplicity	2
expectation value of S²	1.02
total charge	0

Each line ends with the Löwdin spin population.
Positions of all 47 atoms, in Å:
O -2.776 1.987 2.337  -0.01
C -1.740 1.526 2.499  -0.01
Co -0.167 0.795 2.745  0.66
C 0.789 2.227 2.381  -0.02
O 1.364 3.197 2.127  -0.02
C -0.195 0.671 4.494  -0.02
O -0.264 0.689 5.655  -0.02
C -0.604 -1.121 1.788  -0.12
C -1.902 -1.638 2.132  0.00
C -2.278 -1.834 3.468  -0.03
C -3.554 -2.344 3.729  0.01
C -4.393 -2.680 2.647  -0.04
C -3.980 -2.529 1.313  0.01
C -2.722 -2.011 1.056  -0.03
C 0.130 -1.409 0.652  0.46
C 0.254 -0.566 -0.556  0.07
Co 1.185 -1.299 2.098  0.11
C 1.290 -1.790 3.844  -0.01
O 1.285 -2.143 4.945  0.00
C 2.481 0.079 2.116  -0.01
O 3.434 0.733 2.081  -0.02
C 2.083 -2.623 1.440  0.01
O 2.652 -3.539 1.039  -0.01
H -1.549 -1.598 4.258  0.00
H -3.860 -2.459 4.782  0.00
H -5.387 -3.072 2.844  0.00
H -4.617 -2.806 0.471  0.00
H -2.326 -1.895 0.046  0.00
H 1.054 -0.935 -1.250  0.00
H -0.654 -0.379 -1.182  0.00
C 1.997 2.058 -5.313  0.00
N 1.463 1.683 -3.969  0.00
C 2.546 1.812 -2.947  0.00
C 0.341 2.589 -3.594  0.00
B 1.161 0.270 -4.897  0.00
H 0.501 0.375 -0.086  0.02
H 2.375 3.097 -5.391  0.00
H 2.812 1.350 -5.527  0.00
H 1.162 1.899 -6.016  0.00
H 2.916 2.864 -2.912  0.00
H 2.161 1.584 -1.938  0.00
H 3.381 1.146 -3.200  0.00
H 0.669 3.654 -3.586  0.00
H -0.470 2.461 -4.320  0.00
H -0.007 2.354 -2.575  0.00
H -0.015 0.129 -5.128  0.00
H 1.973 -0.556 -4.598  0.00

=====

Entry 5:
A 2-piece molecular cluster, C5H13NO overall, computed with wB97M-V/def2-TZVPD.

relative energy (zero: lowest compared OMol25 entry of this formula, charge and spin)	155.47	kJ/mol
LUMO	0.797	eV
SMILES string	C/C=C/CCN.O
HOMO energy	-9.2	eV
orbital gap	10.03	eV
total charge	0

Each line ends with the natural charge from an NBO analysis.
Positions of all 20 atoms, in Å:
C -0.855 -0.605 0.270  -0.21
C -0.967 0.459 -0.847  -0.45
C -0.319 1.750 -0.419  -0.18
C 0.806 1.948 0.238  -0.18
C 1.429 3.275 0.576  -0.65
N -1.498 -1.887 0.036  -0.82
H -1.288 -0.161 1.163  0.19
H 0.200 -0.676 0.512  0.19
H -1.993 0.738 -0.985  0.20
H -0.556 0.029 -1.749  0.21
H -0.838 2.616 -0.822  0.19
H 1.370 1.130 0.652  0.19
H 0.744 3.965 1.061  0.22
H 1.906 3.705 -0.300  0.22
H 2.144 3.188 1.403  0.21
H -2.468 -1.747 -0.226  0.35
H -1.034 -2.330 -0.756  0.34
H 0.973 -4.372 -0.118  0.47
H 0.792 -5.861 0.154  0.47
O 1.452 -5.163 0.159  -0.94

=====

Entry 6:
C24H44ClN2O6 as an isolated structure, computed with wB97M-V/def2-TZVPD.

relative energy (zero: lowest compared OMol25 entry of this formula, charge and spin)	3075.69	kJ/mol
LUMO	2.458	eV
HOMO energy	-1.9	eV
orbital gap	4.36	eV
total charge	-1

Each line ends with the Löwdin charge.
Positions of all 77 atoms, in Å:
C 2.965 -3.335 -4.817  -0.08
N 1.716 -3.270 -3.956  -0.15
C 1.735 -4.157 -2.839  -0.13
C 1.326 -3.877 -1.628  -0.03
C 0.862 -2.469 -1.368  -0.07
C 0.873 -1.577 -2.507  -0.15
C 1.301 -1.930 -3.723  -0.18
C 0.547 -2.065 0.037  -0.01
C 0.337 -3.193 1.076  -0.02
C 0.136 -2.765 2.351  -0.09
N -0.058 -1.403 2.706  -0.08
C -0.098 -0.345 1.749  -0.16
C 0.165 -0.653 0.461  -0.14
C -1.095 -1.170 3.819  -0.11
H 3.744 -2.788 -4.349  0.01
H 2.607 -2.808 -5.627  0.06
H 3.167 -4.398 -4.978  0.09
H 1.957 -5.108 -3.193  0.09
H 1.294 -4.551 -0.870  0.05
H 0.320 -0.702 -2.449  0.03
H 1.200 -1.226 -4.628  0.14
H 0.304 -4.321 0.848  0.11
H -0.050 -3.435 3.212  0.11
H -0.373 0.654 2.011  0.03
H 0.147 0.205 -0.416  -0.09
H -1.021 -2.014 4.613  0.08
H -2.314 -0.932 3.517  0.14
H -0.872 -0.257 4.446  0.01
Cl -3.136 0.290 0.984  0.38
C -1.493 1.259 3.032  -0.18
O -0.521 0.494 3.635  -0.32
C 0.882 0.960 3.434  -0.15
C 1.727 0.318 4.278  -0.21
O 1.406 -1.098 4.107  -0.20
C 2.220 -1.783 4.915  -0.15
H -1.403 1.163 1.866  0.05
H -1.555 2.086 3.445  0.02
H -2.535 0.924 3.225  0.07
H 1.155 2.110 3.651  0.19
H 1.265 0.930 2.430  0.13
H 1.694 0.632 5.296  0.14
H 2.634 0.576 4.006  0.09
H 2.039 -1.692 5.891  0.03
H 3.297 -1.234 4.892  0.12
H 2.275 -2.898 4.467  0.14
C -0.760 0.690 -0.741  -0.10
O 0.344 0.268 -1.591  -0.16
C 1.564 0.816 -1.309  -0.24
C 2.438 0.366 -2.236  -0.20
O 2.510 -1.030 -2.215  -0.21
C 3.610 -1.632 -2.967  0.00
H -0.798 1.869 -0.782  0.16
H -0.552 0.291 0.287  -0.03
H -1.433 0.233 -1.253  0.06
H 1.947 0.812 -0.396  0.11
H 1.355 1.846 -1.376  0.14
H 3.507 0.895 -2.038  0.19
H 2.195 0.769 -3.243  0.16
H 3.217 -2.538 -2.913  0.01
H 4.413 -1.320 -2.468  0.07
H 3.442 -1.466 -4.208  0.16
C -4.914 1.294 -0.140  -0.31
O -4.944 2.665 -0.531  -0.14
C -3.734 3.066 -1.184  -0.29
C -3.669 4.319 -1.346  -0.31
O -2.376 4.771 -1.750  -0.12
C -2.228 6.106 -1.836  -0.17
H -4.583 0.609 -0.877  0.04
H -5.889 1.106 0.249  0.07
H -4.154 1.317 0.673  -0.24
H -3.500 2.608 -2.120  0.16
H -2.897 2.959 -0.571  0.12
H -4.063 4.984 -0.651  0.14
H -4.330 4.576 -2.028  0.10
H -2.289 6.805 -0.900  0.12
H -2.896 6.358 -2.696  0.11
H -1.309 6.477 -1.884  0.02

=====

Entry 7:
One molecule with the formula C21H23NO4, computed with wB97M-V/def2-TZVPD.

relative energy (zero: lowest compared OMol25 entry of this formula, charge and spin)	248.35	kJ/mol
LUMO	0.644	eV
SMILES string	COc1ccccc1[C@@H](CC(=O)N1CCCC1)c1ccc2c(c1)OCO2
HOMO energy	-7.7	eV
orbital gap	8.36	eV
total charge	0

Each line ends with the natural charge from an NBO analysis.
Positions of all 49 atoms, in Å:
C 2.388 2.244 1.308  -0.25
O 1.886 1.247 0.456  -0.53
C 2.656 0.830 -0.593  0.37
C 3.986 1.186 -0.773  -0.32
C 4.700 0.700 -1.856  -0.20
C 4.096 -0.143 -2.768  -0.24
C 2.766 -0.492 -2.595  -0.19
C 2.031 -0.016 -1.524  -0.07
C 0.582 -0.398 -1.344  -0.28
C -0.275 0.841 -1.201  0.11
C -0.058 1.891 -2.086  -0.24
C -0.790 3.073 -2.040  -0.25
C -1.761 3.168 -1.074  0.21
C -1.997 2.117 -0.192  0.30
C -1.275 0.951 -0.233  -0.32
H -1.500 0.159 0.459  0.22
O -3.015 2.463 0.666  -0.50
C -3.423 3.756 0.275  0.24
O -2.622 4.203 -0.796  -0.48
H -3.319 4.448 1.126  0.15
H -4.479 3.729 -0.041  0.15
H -0.607 3.879 -2.731  0.23
H 0.711 1.789 -2.837  0.22
C 0.449 -1.377 -0.170  -0.50
C -0.867 -2.136 -0.244  0.69
O -1.460 -2.327 -1.290  -0.64
N -1.336 -2.620 0.924  -0.44
C -0.742 -2.488 2.240  -0.21
C -1.607 -3.385 3.128  -0.41
H -1.230 -4.408 3.105  0.20
C -2.974 -3.320 2.450  -0.41
C -2.603 -3.335 0.972  -0.21
H -2.465 -4.359 0.604  0.19
H -3.328 -2.838 0.326  0.23
H -3.474 -2.384 2.703  0.20
H -3.621 -4.149 2.724  0.22
H -1.627 -3.044 4.161  0.22
H -0.792 -1.446 2.582  0.19
H 0.305 -2.801 2.234  0.20
H 1.253 -2.115 -0.239  0.24
H 0.559 -0.842 0.771  0.23
H 0.243 -0.930 -2.241  0.25
H 2.284 -1.143 -3.310  0.21
H 4.651 -0.523 -3.612  0.21
H 5.734 0.986 -1.979  0.21
H 4.480 1.840 -0.071  0.22
H 2.676 3.141 0.751  0.18
H 3.243 1.887 1.892  0.17
H 1.570 2.490 1.984  0.20

=====

Entry 8:
C21H18F6N5O3PTi as an isolated structure, computed with wB97M-V/def2-TZVPD.

relative energy (zero: lowest compared OMol25 entry of this formula, charge and spin)	46.61	kJ/mol
LUMO	-0.503	eV
HOMO energy	-7.7	eV
orbital gap	7.15	eV
total charge	0

Each line ends with the natural charge from an NBO analysis.
Positions of all 55 atoms, in Å:
Ti 0.109 -0.033 0.406  1.73
O -2.922 1.952 2.448  -0.59
C -1.872 1.678 1.880  0.64
N -1.359 0.461 1.630  -0.68
C -1.885 -0.672 2.253  0.10
C -2.550 -0.729 3.474  -0.20
C -2.918 -1.963 3.987  -0.21
C -2.648 -3.133 3.295  -0.21
C -1.997 -3.092 2.074  -0.22
C -1.616 -1.863 1.553  0.20
N -0.885 -1.688 0.381  -0.72
C -1.030 -2.568 -0.624  0.65
O -1.932 -3.379 -0.790  -0.58
C 0.133 -2.524 -1.568  0.13
C 0.211 -3.467 -2.589  -0.20
C 1.372 -3.540 -3.334  -0.15
C 2.408 -2.675 -3.010  -0.24
C 2.235 -1.762 -1.977  0.05
N 1.115 -1.672 -1.270  -0.43
C -0.938 2.777 1.446  0.14
C -1.215 4.098 1.790  -0.20
C -0.254 5.063 1.559  -0.15
C 0.964 4.664 1.025  -0.24
C 1.143 3.329 0.695  0.06
N 0.206 2.406 0.871  -0.43
H -2.779 0.178 4.013  0.24
H -3.399 -2.015 4.951  0.21
H -2.934 -4.090 3.707  0.21
H -1.779 -3.997 1.530  0.23
H -0.636 -4.117 -2.751  0.25
H 1.477 -4.270 -4.123  0.23
H 3.346 -2.725 -3.539  0.23
H 3.036 -1.093 -1.684  0.21
H -2.168 4.327 2.240  0.25
H -0.433 6.097 1.815  0.23
H 1.762 5.374 0.876  0.23
H 2.086 2.982 0.289  0.21
N 2.056 1.894 -2.736  -0.78
C 1.137 1.430 -1.875  0.74
O 1.475 0.872 -0.832  -0.63
C -0.322 1.609 -2.179  -0.52
C -1.107 0.644 -1.271  -0.75
H 3.034 1.762 -2.525  0.41
H 1.798 2.338 -3.601  0.41
H -0.500 1.447 -3.248  0.23
H -0.583 2.649 -1.954  0.25
H -1.434 -0.209 -1.880  0.22
H -2.026 1.134 -0.926  0.23
F 1.283 -1.750 1.880  -0.55
P 2.388 -0.665 2.474  2.60
F 3.529 -1.765 2.487  -0.56
F 3.368 0.505 2.933  -0.57
F 1.920 -0.986 3.956  -0.56
F 2.722 -0.315 0.893  -0.56
F 1.159 0.484 2.354  -0.55

=====

Taking the records one at a time from the top gives calculated total energy values of -1030.812563; -1234.989923; -1383.321695; -3993.598854; -328.259631; -1960.323299; -1169.736262; -3100.949945 a.u..